Entry 1:
The following is a DFT calculation (wB97M-V/def2-TZVPD) of C34H57EuN3O3Si as an isolated structure.

Results
Net charge: +1
Kohn-Sham gap (alpha / beta), eV: 5.51 / 8.25
2S+1: 7
Energy above the lowest of the compared OMol25 structures with the same formula, charge and spin, kcal per mole: 0.00
Maximum force, eV Å⁻¹: 2.224
Total energy, eV: -73999.3640

Atoms and positions in Å:
O 1.3458 -1.3558 -0.3778
O 0.9269 -0.2667 -3.7030
C 2.7593 -1.7176 -0.2355
C 2.9974 -2.8912 0.6875
H 3.2416 -0.8104 0.1492
H 3.1321 -1.9048 -1.2524
H 2.5466 -2.7378 1.6738
H 4.0710 -3.0277 0.8399
H 2.6194 -3.8265 0.2714
C 0.3747 -2.4349 -0.5305
C 0.5635 -3.1967 -1.8248
H -0.6124 -1.9352 -0.4975
H 0.4380 -3.0882 0.3560
H 0.6158 -2.5090 -2.6760
H -0.2895 -3.8645 -1.9747
H 1.4722 -3.8063 -1.7946
C -0.1760 0.3153 -4.4280
C 1.9386 -0.8490 -4.5491
C -1.4533 -0.4636 -4.1978
H 0.0358 0.3577 -5.5146
H -0.2749 1.3494 -4.0624
H -1.3329 -1.5018 -4.5343
H -2.2683 -0.0071 -4.7699
H -1.7370 -0.4563 -3.1384
C 1.4284 -2.0006 -5.3968
H 2.7275 -1.1802 -3.8560
H 2.3573 -0.0611 -5.2048
H 0.9281 -2.7626 -4.7891
H 2.2783 -2.4724 -5.8983
H 0.7387 -1.6434 -6.1703
H 1.3410 0.3048 -1.5159
N -0.9414 -0.7698 3.1980
C -1.7229 -0.2251 4.1276
C -2.4356 0.9787 3.9751
C -2.6312 1.7260 2.8028
C -1.9482 -0.9347 5.4463
H -1.0815 -1.5092 5.7991
H -2.8030 -1.6214 5.3523
H -2.2004 -0.1876 6.2068
C -3.6114 2.8753 2.8412
H -4.2853 2.8584 1.9737
H -3.0923 3.8455 2.8564
H -4.2162 2.7939 3.7506
N -1.9776 1.4609 1.6840
C -0.5939 -2.1450 3.2756
C 0.6747 -2.5322 3.7682
C 1.6571 -1.5105 4.2565
C 0.9901 -3.8886 3.7950
H 1.9740 -4.1857 4.1645
C 0.0718 -4.8539 3.3710
H 0.3389 -5.9116 3.3934
C -1.1930 -4.4665 2.9300
H -1.9297 -5.2079 2.6097
C -1.5429 -3.1228 2.8935
C -2.9291 -2.7431 2.4796
C -2.1459 2.1196 0.4419
C -1.4242 3.3067 0.1516
C -0.5441 3.9564 1.1785
C -1.4778 3.8227 -1.1428
H -0.9254 4.7404 -1.3697
C -2.2133 3.1705 -2.1387
H -2.2505 3.5856 -3.1512
C -2.9102 1.9915 -1.8440
H -3.4783 1.4781 -2.6270
C -2.8826 1.4480 -0.5645
C -3.5460 0.1379 -0.2674
Eu 0.1162 0.3708 1.1555
H 2.2543 -1.0874 3.4344
H 2.3574 -1.9784 4.9595
H 1.1847 -0.6673 4.7747
H -2.9478 -1.8588 1.8310
H -3.5809 -2.5487 3.3448
H -3.3721 -3.5825 1.9279
H -0.3995 5.0155 0.9246
H 0.4586 3.4972 1.2341
H -0.9678 3.9072 2.1877
H -3.9880 0.1002 0.7346
H -2.8418 -0.7081 -0.3499
H -4.3484 -0.0485 -0.9900
H -2.9625 1.3323 4.8598
C 1.3144 1.4062 -1.2587
Si 2.4681 2.4560 -2.3336
H 0.2756 1.7723 -1.3425
H 1.7148 1.5917 -0.2335
C 4.0882 1.5641 -2.6329
C 2.7895 4.0404 -1.3789
C 1.8011 2.9703 -4.0000
H 2.4868 3.7083 -4.4392
H 0.8159 3.4412 -3.9163
H 1.7197 2.1411 -4.7104
H 4.6505 1.4376 -1.6988
H 4.7093 2.1596 -3.3166
H 3.9451 0.5751 -3.0844
H 2.9138 3.8629 -0.3034
H 1.9659 4.7532 -1.5128
H 3.7083 4.5114 -1.7532
O 1.2978 2.3256 4.8598
C 1.3864 1.9494 3.7314
N 1.4803 1.5537 2.5923

Charges computed using Mulliken, reported in e: number 1, O, carries 0.58; number 2, O, carries -0.07; number 3, C, carries -0.37; number 4, C, carries -1.11; number 5, H, carries 0.42; number 6, H, carries 0.12; number 7, H, carries 0.13; number 8, H, carries 0.48; number 9, H, carries 0.27; number 10, C, carries 0.11; number 11, C, carries -1.25; number 12, H, carries -0.22; number 13, H, carries 0.24; number 14, H, carries -0.10; number 15, H, carries 0.49; number 16, H, carries 0.35; number 17, C, carries 0.03; number 18, C, carries -0.35; number 19, C, carries -1.22; number 20, H, carries 0.47; number 21, H, carries -0.17; number 22, H, carries 0.36; number 23, H, carries 0.46; number 24, H, carries 0.01; number 25, C, carries -1.26; number 26, H, carries 0.18; number 27, H, carries 0.41; number 28, H, carries 0.24; number 29, H, carries 0.43; number 30, H, carries 0.34; number 31, H, carries -0.10; number 32, N, carries 1.17; number 33, C, carries 0.79; number 34, C, carries -1.62; number 35, C, carries 0.72; number 36, C, carries -1.73; number 37, H, carries 0.26; number 38, H, carries 0.22; number 39, H, carries 0.54; number 40, C, carries -1.57; number 41, H, carries 0.32; number 42, H, carries 0.26; number 43, H, carries 0.49; number 44, N, carries 1.02; number 45, C, carries -0.75; number 46, C, carries 1.17; number 47, C, carries -1.12; number 48, C, carries -0.70; number 49, H, carries 0.45; number 50, C, carries -0.99; number 51, H, carries 0.43; number 52, C, carries -1.00; number 53, H, carries 0.43; number 54, C, carries 1.32; number 55, C, carries -1.65; number 56, C, carries -1.07; number 57, C, carries 1.56; number 58, C, carries -1.27; number 59, C, carries -0.85; number 60, H, carries 0.43; number 61, C, carries -1.00; number 62, H, carries 0.47; number 63, C, carries -0.72; number 64, H, carries 0.47; number 65, C, carries 1.03; number 66, C, carries -1.20; number 67, Eu, carries 0.68; number 68, H, carries 0.16; number 69, H, carries 0.52; number 70, H, carries 0.21; number 71, H, carries 0.16; number 72, H, carries 0.28; number 73, H, carries 0.49; number 74, H, carries 0.57; number 75, H, carries 0.06; number 76, H, carries 0.18; number 77, H, carries 0.38; number 78, H, carries 0.02; number 79, H, carries 0.55; number 80, H, carries 0.37; number 81, C, carries 1.21; number 82, Si, carries 0.30; number 83, H, carries -0.85; number 84, H, carries 0.32; number 85, C, carries -1.06; number 86, C, carries -1.18; number 87, C, carries -0.99; number 88, H, carries 0.48; number 89, H, carries 0.31; number 90, H, carries 0.18; number 91, H, carries 0.35; number 92, H, carries 0.36; number 93, H, carries 0.23; number 94, H, carries 0.34; number 95, H, carries 0.30; number 96, H, carries 0.38; number 97, O, carries -0.61; number 98, C, carries 0.85; number 99, N, carries -0.74

---

Entry 2:
The following is a DFT calculation (wB97M-V/def2-TZVPD) of C34H57F3N2O2RuSi as an isolated structure.

Results
Net charge: +1
Kohn-Sham gap (alpha / beta), eV: 7.14 / 6.38
2S+1: 6
Energy above the lowest of the compared OMol25 structures with the same formula, charge and spin, kcal per mole: 84.95
Maximum force, eV Å⁻¹: 9.662
Total energy, eV: -61856.6391

Atoms and positions in Å:
O -2.3402 -0.3922 -2.7612
O -1.7610 -2.3728 -1.4864
C -3.6218 0.2795 -2.8649
C -3.4759 1.7134 -2.4436
H -4.3498 -0.2396 -2.1846
H -4.0285 0.3483 -3.9112
H -2.9544 1.8737 -1.5047
H -4.4810 2.0749 -2.3291
H -3.0050 2.3498 -3.2150
C -1.4649 -0.0378 -3.8821
C -0.2107 -0.8354 -3.7762
H -1.1865 1.0313 -3.8192
H -2.0690 -0.2296 -4.8102
H 0.2793 -0.6807 -2.7909
H 0.4915 -0.6194 -4.5858
H -0.5125 -1.8697 -3.9044
C -0.8675 -3.6264 -1.4468
C -3.1028 -2.8978 -1.7039
C 0.5525 -3.2626 -1.3186
H -1.1187 -4.2520 -2.2909
H -1.2409 -4.1950 -0.5941
H 0.9481 -2.6075 -2.1057
H 1.1969 -4.1301 -1.1836
H 0.5819 -2.7185 -0.3736
C -3.2727 -3.3021 -3.1378
H -3.8315 -2.1569 -1.3988
H -3.2896 -3.7933 -1.1085
H -2.9823 -2.4757 -3.7876
H -4.3052 -3.5953 -3.3172
H -2.7034 -4.1878 -3.4580
H -1.9041 -1.5130 -1.6582
N 1.5561 2.0798 0.0912
C 2.3654 2.8863 0.7729
C 2.7577 2.5730 2.0768
C 2.6454 1.3510 2.7563
C 2.9016 4.1304 0.0620
H 2.0891 4.8111 -0.2358
H 3.4681 3.8987 -0.8528
H 3.5681 4.6339 0.7622
C 3.6374 1.0600 3.8675
H 4.0408 0.0312 3.8152
H 3.1825 1.1432 4.8550
H 4.4693 1.7601 3.7807
N 1.7201 0.4136 2.5563
C 1.3433 2.3372 -1.2794
C 0.1810 3.0087 -1.7476
C -0.7921 3.6677 -0.8438
C 0.0634 3.1760 -3.1219
H -0.7652 3.7841 -3.4810
C 0.9423 2.6169 -4.0324
H 0.8149 2.7664 -5.1089
C 2.0591 1.9402 -3.5703
H 2.7681 1.4876 -4.2330
C 2.2815 1.8059 -2.2047
C 3.5290 1.1069 -1.7828
C 1.8657 -0.9163 3.0208
C 1.3961 -1.3079 4.3022
C 0.9522 -0.2752 5.2974
C 1.3517 -2.6801 4.5615
H 1.0174 -3.0301 5.5440
C 1.7466 -3.5944 3.5933
H 1.7752 -4.6632 3.8280
C 2.2208 -3.2147 2.3356
H 2.6322 -3.9078 1.6054
C 2.2799 -1.8445 2.0365
C 2.7579 -1.3201 0.7057
Ru 0.1036 0.7718 1.4499
H -1.7236 3.9029 -1.3708
H -0.3855 4.6050 -0.4118
H -1.0561 3.0221 0.0088
H 3.3467 0.1218 -1.3347
H 4.1205 1.6844 -1.0623
H 4.1338 0.9237 -2.6780
H 0.1910 -0.7103 5.9705
H 0.5648 0.6763 4.8772
H 1.8372 -0.0352 5.8981
H 3.7977 -0.9642 0.8274
H 2.2045 -0.4506 0.2613
H 2.8209 -2.1308 -0.0322
H 3.4837 3.2678 2.5046
C -0.4625 0.2171 -0.1199
Si -1.7366 -0.5783 1.4916
H 0.1366 -0.6383 -0.6737
H -0.9077 0.8272 -0.9639
C -3.4243 -0.1291 0.8170
C -1.8959 -0.0914 3.2892
C -1.4092 -2.4240 1.6596
H -1.3310 -2.6696 2.7287
H -0.4419 -2.7503 1.2741
H -2.1976 -3.0273 1.1935
H -3.5308 0.9079 0.4788
H -4.1526 -0.2428 1.6274
H -3.7820 -0.7548 -0.0041
H -2.1369 0.9559 3.4778
H -1.0111 -0.4303 3.8678
H -2.7339 -0.7505 3.5697
F -0.0779 3.7823 2.2151
C -0.6611 2.5589 2.4456
F -0.4443 2.3577 3.8123
F -2.0318 2.8000 2.3258

Atom charges from the Mulliken analysis, given in e for atoms 1 to 99: number 1, O, carries -0.43; number 2, O, carries 1.22; number 3, C, carries -0.40; number 4, C, carries -0.89; number 5, H, carries 0.39; number 6, H, carries 0.36; number 7, H, carries -0.19; number 8, H, carries 0.55; number 9, H, carries 0.32; number 10, C, carries -0.35; number 11, C, carries -0.49; number 12, H, carries -0.09; number 13, H, carries 0.48; number 14, H, carries -0.40; number 15, H, carries 0.61; number 16, H, carries 0.27; number 17, C, carries -1.07; number 18, C, carries -0.45; number 19, C, carries -0.33; number 20, H, carries 0.52; number 21, H, carries 0.42; number 22, H, carries 0.18; number 23, H, carries 0.55; number 24, H, carries -0.39; number 25, C, carries -1.24; number 26, H, carries 0.34; number 27, H, carries 0.60; number 28, H, carries 0.06; number 29, H, carries 0.50; number 30, H, carries 0.43; number 31, H, carries -0.24; number 32, N, carries 2.33; number 33, C, carries 1.17; number 34, C, carries -2.51; number 35, C, carries 1.20; number 36, C, carries -1.54; number 37, H, carries 0.21; number 38, H, carries 0.26; number 39, H, carries 0.51; number 40, C, carries -1.71; number 41, H, carries 0.30; number 42, H, carries 0.18; number 43, H, carries 0.62; number 44, N, carries 1.75; number 45, C, carries -1.12; number 46, C, carries 0.84; number 47, C, carries -1.11; number 48, C, carries -0.89; number 49, H, carries 0.53; number 50, C, carries -1.09; number 51, H, carries 0.42; number 52, C, carries -0.99; number 53, H, carries 0.48; number 54, C, carries 0.88; number 55, C, carries -1.09; number 56, C, carries -0.66; number 57, C, carries 0.77; number 58, C, carries -1.82; number 59, C, carries -1.04; number 60, H, carries 0.48; number 61, C, carries -0.98; number 62, H, carries 0.41; number 63, C, carries -0.63; number 64, H, carries 0.52; number 65, C, carries 0.34; number 66, C, carries -0.84; number 67, Ru, carries -1.46; number 68, H, carries 0.52; number 69, H, carries 0.34; number 70, H, carries -0.30; number 71, H, carries -0.02; number 72, H, carries 0.24; number 73, H, carries 0.51; number 74, H, carries 0.50; number 75, H, carries 0.32; number 76, H, carries 0.40; number 77, H, carries 0.69; number 78, H, carries -0.57; number 79, H, carries 0.74; number 80, H, carries 0.41; number 81, C, carries 3.40; number 82, Si, carries 1.62; number 83, H, carries -0.86; number 84, H, carries -0.37; number 85, C, carries -1.28; number 86, C, carries -1.70; number 87, C, carries -0.78; number 88, H, carries 0.66; number 89, H, carries -0.33; number 90, H, carries 0.46; number 91, H, carries 0.19; number 92, H, carries 0.64; number 93, H, carries 0.23; number 94, H, carries 0.30; number 95, H, carries 0.30; number 96, H, carries 0.57; number 97, F, carries -0.20; number 98, C, carries -0.60; number 99, F, carries -0.31